Density functional theory data (ωB97M-V/def2-TZVPD) for an isolated molecule of C7H6ClF2NO at a distorted geometry.

The HOMO-LUMO gap comes out at 0.3020 Eh. The SMILES is [H]/N=C(\Cl)[C@]1(F)CC(O)=CC=C1F. As for the maximum force: 0.088 Eh/bohr.

Structure (XYZ):
```
18
C7H6ClF2NO | OMol25 | ωB97M-V/def2-TZVPD
C -0.16 1.77 0.81
C -0.80 0.67 1.47
C 0.74 1.50 -0.16
C 0.95 0.11 -0.66
C -0.23 -0.23 -1.55
C 0.88 -0.91 0.46
C -0.40 -0.63 1.15
N -0.82 -1.28 -1.42
O -1.11 -1.71 1.58
F 1.25 2.51 -0.91
F 2.08 -0.01 -1.42
Cl -0.57 1.12 -2.76
H -0.34 2.75 1.20
H -1.43 0.93 2.30
H 0.98 -1.91 -0.01
H 1.73 -0.99 1.24
H -1.57 -1.35 -2.17
H -1.18 -2.33 0.81
```

Just the natural (NBO) charges please, in e? Sure, here they are: -0.265 -0.338 0.350 0.203 0.344 -0.503 0.371 -0.636 -0.682 -0.320 -0.316 -0.066 0.236 0.234 0.250 0.259 0.384 0.494

***

Density functional theory data (ωB97M-V/def2-TZVPD) for an isolated molecule of C4H5NO at a distorted geometry.

The HOMO-LUMO gap comes out at 0.3527 Eh. The SMILES is N#C[C@@H]1C[C@@H]1O. As for the maximum force: 0.026 Eh/bohr.

Structure (XYZ):
```
11
C4H5NO | OMol25 | ωB97M-V/def2-TZVPD
O 0.48 0.50 -1.96
C 0.72 0.22 -0.62
C 0.02 0.88 0.46
C 0.08 -0.89 0.16
C -1.17 -0.91 0.87
N -2.00 -0.81 1.67
H -0.23 -0.08 -2.24
H 1.78 0.17 -0.39
H 0.43 1.30 1.36
H -0.98 1.24 0.20
H 0.73 -1.73 0.43
```

Just the natural (NBO) charges please, in e? Sure, here they are: -0.693 0.063 -0.236 -0.419 0.233 -0.364 0.482 0.205 0.233 0.234 0.262

***

Density functional theory data (ωB97M-V/def2-TZVPD) for a cluster of 11 separate species, C25H31B2Cl40F3O9P3S in total at a distorted geometry.

Its total charge is -1. The HOMO-LUMO gap comes out at 0.2026 Eh. As for the maximum force: 0.071 Eh/bohr.

Structure (XYZ):
```
114
C25H31B2Cl40F3O9P3S | OMol25 | ωB97M-V/def2-TZVPD
C 0.79 -2.75 6.50
C 0.55 -1.24 6.37
O -0.45 -0.87 5.43
B 0.08 -0.59 4.17
O 1.01 -1.54 3.68
B -0.21 0.76 3.17
P 1.04 2.17 3.80
S 2.62 2.55 2.68
O 0.01 0.25 1.79
C -1.28 0.32 1.20
P -1.45 -0.06 -0.59
P -2.93 -1.65 -0.58
O -3.48 -1.94 0.74
O -4.16 -1.23 -1.55
O -2.34 -3.02 -1.22
C -1.77 1.69 1.75
C -1.11 2.97 1.17
C 0.07 2.80 0.19
C -0.33 3.19 -1.26
C 0.73 2.56 -2.20
C 0.96 3.35 -3.52
C 0.82 2.41 -4.71
O -0.55 1.88 -4.80
C -1.15 2.31 -5.96
C -1.39 1.19 -6.94
O -1.42 3.41 -6.19
C -3.29 1.92 1.52
C -4.20 0.97 2.31
C -4.70 1.48 3.64
F -4.10 0.90 4.67
F -6.01 1.19 3.74
F -4.61 2.79 3.81
O -1.55 1.42 3.11
H 0.62 -3.08 7.53
H 0.19 -3.35 5.82
H 1.83 -3.00 6.29
H 0.28 -0.85 7.35
H 1.48 -0.73 6.09
H 1.91 -1.18 3.71
H 1.49 1.83 5.11
H 0.27 3.34 4.00
H -1.84 -0.43 1.79
H -0.22 -0.56 -1.06
H -4.09 -1.76 -2.36
H -2.53 -3.76 -0.63
H -0.80 3.58 2.02
H -1.85 3.58 0.66
H 0.51 1.81 0.13
H 0.88 3.47 0.47
H -1.29 2.75 -1.50
H -0.38 4.27 -1.39
H 1.66 2.54 -1.64
H 0.43 1.53 -2.43
H 0.32 4.23 -3.61
H 2.01 3.67 -3.52
H 1.08 2.94 -5.62
H 1.47 1.55 -4.59
H -1.89 1.57 -7.82
H -2.00 0.41 -6.48
H -0.42 0.78 -7.20
H -3.58 2.95 1.72
H -3.43 1.79 0.44
H -3.68 0.02 2.44
H -5.07 0.74 1.70
C -1.58 4.14 6.63
Cl -2.46 5.06 7.86
Cl -0.18 3.36 7.38
Cl -2.64 2.92 5.94
Cl -1.03 5.25 5.37
C -3.85 -2.37 6.83
Cl -2.32 -3.07 7.39
Cl -3.73 -1.96 5.13
Cl -5.16 -3.55 7.07
Cl -4.20 -0.91 7.77
C 6.90 3.68 2.13
Cl 5.51 3.21 1.15
Cl 6.35 4.31 3.68
Cl 7.94 2.28 2.40
Cl 7.83 4.94 1.28
C -0.41 -6.51 -1.40
Cl 0.82 -7.77 -1.24
Cl 0.35 -4.93 -1.20
Cl -1.15 -6.61 -3.00
Cl -1.65 -6.72 -0.16
C 2.05 2.32 -9.33
Cl 0.92 3.22 -8.32
Cl 3.57 2.09 -8.45
Cl 1.35 0.74 -9.73
Cl 2.36 3.21 -10.82
C 1.96 -11.46 -2.57
Cl 1.26 -10.65 -3.98
Cl 2.67 -10.26 -1.49
Cl 0.70 -12.35 -1.71
Cl 3.22 -12.59 -3.10
C 3.50 -9.47 2.82
Cl 2.80 -8.66 1.42
Cl 4.21 -8.27 3.90
Cl 2.23 -10.36 3.68
Cl 4.75 -10.60 2.28
C 5.29 -1.69 6.66
Cl 4.12 -0.63 5.88
Cl 6.14 -2.64 5.43
Cl 6.46 -0.72 7.56
Cl 4.46 -2.79 7.77
C 1.19 3.36 -14.95
Cl -0.14 4.30 -15.63
Cl 2.06 2.54 -16.26
Cl 2.31 4.45 -14.11
Cl 0.56 2.17 -13.82
C -3.04 5.97 -3.39
Cl -2.46 4.33 -3.62
Cl -4.81 6.00 -3.51
Cl -2.55 6.56 -1.80
Cl -2.35 7.02 -4.64
```

Mulliken population analysis, charges in e, atoms 1 to 99: -1.106 0.303 -0.236 0.430 -0.619 0.850 0.370 -0.324 -0.653 -1.023 -0.185 0.854 -0.604 -0.531 -0.318 1.951 -2.055 -1.296 -0.241 -0.441 -0.885 -0.096 -0.236 0.525 -1.050 -0.447 -1.701 -0.351 0.881 -0.100 -0.375 -0.351 -0.109 0.324 0.296 0.131 0.395 -0.310 0.251 -0.009 -0.328 0.561 0.025 0.304 0.250 0.334 0.731 0.484 0.595 0.181 0.483 0.542 0.012 0.314 0.292 0.094 0.360 0.312 0.385 0.195 0.818 0.463 -0.252 0.381 0.243 -0.140 -0.096 -0.009 -0.105 0.200 -0.090 -0.004 -0.134 -0.119 0.300 -0.018 -0.086 -0.117 -0.121 0.238 0.036 -0.054 -0.120 -0.126 0.285 -0.047 -0.106 -0.117 -0.038 0.338 -0.092 -0.037 -0.104 -0.109 0.282 0.012 -0.082 -0.102 -0.109

***

Density functional theory data (ωB97M-V/def2-TZVPD) for the ion C5H12N with charge +1 at a distorted geometry.

Its total charge is +1. The HOMO-LUMO gap comes out at 0.3556 Eh. The SMILES is C=[NH+]CCCC. As for the maximum force: 0.121 Eh/bohr.

Structure (XYZ):
```
18
C5H12N | OMol25 | ωB97M-V/def2-TZVPD
C -0.87 0.91 -2.34
C -0.01 0.59 -1.08
C -0.78 0.42 0.28
C -0.45 -0.78 1.03
C 1.84 -1.06 1.62
N 0.70 -0.61 1.96
H -0.23 0.87 -3.22
H -1.17 1.97 -2.28
H -1.65 0.22 -2.49
H 0.65 1.43 -0.83
H 0.54 -0.37 -1.29
H -1.85 0.33 -0.06
H -0.85 1.29 0.99
H -0.13 -1.48 0.25
H -1.21 -1.16 1.70
H 2.80 -0.78 2.23
H 1.93 -1.97 1.05
H 0.74 0.15 2.47
```

Just the natural (NBO) charges please, in e? Sure, here they are: -0.607 -0.398 -0.450 -0.231 0.135 -0.354 0.231 0.223 0.214 0.218 0.189 0.257 0.224 0.225 0.241 0.246 0.227 0.411

***

Density functional theory data (ωB97M-V/def2-TZVPD) for a cluster of 8 separate species, C24H48O24 in total at a distorted geometry.

The HOMO-LUMO gap comes out at 0.3959 Eh. The SMILES is COC(=O)OC.COC(=O)OC.COC(=O)OC.COC(=O)OC.COC(=O)OC.COC(=O)OC.COC(=O)OC.COC(=O)OC. As for the maximum force: 0.109 Eh/bohr.

Structure (XYZ):
```
96
C24H48O24 | OMol25 | ωB97M-V/def2-TZVPD
C -6.94 1.56 -2.92
O -6.74 1.57 -1.55
C -7.38 2.44 -0.68
O -8.31 3.23 -0.91
O -6.72 2.33 0.56
C -6.85 3.39 1.49
H -7.44 2.48 -3.19
H -7.54 0.72 -3.28
H -6.03 1.57 -3.52
H -6.64 4.35 1.03
H -6.05 3.22 2.21
H -7.84 3.35 1.95
C 4.42 -5.68 -7.11
O 4.13 -4.23 -7.12
C 3.92 -3.63 -5.96
O 3.70 -4.20 -4.86
O 4.04 -2.39 -6.13
C 3.97 -1.48 -4.98
H 3.49 -6.25 -7.13
H 5.00 -6.07 -6.28
H 4.97 -5.88 -8.03
H 4.36 -1.89 -4.05
H 2.95 -1.10 -4.87
H 4.58 -0.58 -5.08
C 2.71 -0.73 3.69
O 1.48 -1.14 3.07
C 1.07 -0.77 1.81
O 1.66 -0.09 0.93
O -0.24 -1.31 1.65
C -0.64 -1.45 0.35
H 2.44 0.08 4.37
H 3.46 -0.35 2.99
H 3.15 -1.50 4.32
H -1.66 -1.82 0.36
H 0.07 -2.07 -0.19
H -0.69 -0.52 -0.21
C 5.08 -7.85 4.12
O 5.06 -6.48 3.65
C 5.98 -6.05 2.74
O 6.78 -6.75 2.20
O 5.70 -4.78 2.60
C 6.28 -4.15 1.49
H 6.09 -8.27 4.20
H 4.45 -8.51 3.53
H 4.70 -7.82 5.14
H 5.78 -3.19 1.35
H 6.20 -4.63 0.51
H 7.36 -4.03 1.59
C -1.96 3.11 -8.04
O -2.52 4.11 -8.89
C -3.90 4.16 -9.20
O -4.81 3.35 -8.85
O -4.16 5.23 -9.96
C -5.46 5.35 -10.57
H -1.87 2.19 -8.62
H -2.57 2.89 -7.17
H -0.92 3.39 -7.84
H -5.49 6.05 -11.41
H -6.12 5.71 -9.78
H -5.95 4.44 -10.90
C -0.38 6.31 -1.88
O -1.69 6.69 -1.51
C -1.89 7.85 -0.79
O -1.10 8.64 -0.40
O -3.24 7.96 -0.61
C -3.83 8.94 0.23
H -0.47 5.25 -2.15
H 0.35 6.46 -1.09
H -0.03 6.80 -2.79
H -4.43 8.46 1.00
H -4.43 9.69 -0.29
H -3.02 9.38 0.80
C -13.28 -4.00 4.45
O -11.89 -4.28 4.59
C -11.00 -3.61 3.94
O -11.26 -2.91 2.96
O -9.79 -3.76 4.49
C -8.59 -3.08 4.13
H -13.92 -4.55 5.14
H -13.60 -4.15 3.41
H -13.42 -2.93 4.58
H -7.67 -3.56 4.47
H -8.58 -2.08 4.57
H -8.55 -2.99 3.05
C 14.87 0.51 8.81
O 13.46 0.59 8.61
C 12.82 -0.44 8.08
O 13.09 -1.61 8.21
O 11.69 0.07 7.59
C 10.80 -0.79 6.89
H 15.42 0.76 7.91
H 15.26 -0.45 9.15
H 15.22 1.19 9.58
H 11.33 -1.71 6.66
H 10.25 -0.32 6.08
H 9.93 -1.07 7.49
```

Just the Mulliken charges please, in e? Sure, here they are: -0.645 -0.264 0.711 -0.543 -0.266 -0.617 0.318 0.262 0.245 0.299 0.225 0.275 -0.651 -0.323 0.852 -0.623 -0.303 -0.669 0.284 0.316 0.247 0.315 0.283 0.272 -0.622 -0.281 0.719 -0.568 -0.263 -0.620 0.278 0.312 0.243 0.236 0.284 0.282 -0.651 -0.309 0.745 -0.538 -0.245 -0.676 0.317 0.267 0.241 0.236 0.316 0.298 -0.600 -0.285 0.754 -0.588 -0.286 -0.644 0.286 0.285 0.228 0.251 0.290 0.309 -0.646 -0.270 0.741 -0.510 -0.310 -0.637 0.229 0.309 0.287 0.230 0.248 0.329 -0.624 -0.300 0.810 -0.589 -0.314 -0.612 0.230 0.290 0.298 0.234 0.267 0.309 -0.683 -0.299 0.810 -0.555 -0.307 -0.666 0.287 0.316 0.258 0.329 0.246 0.264

***

Density functional theory data (ωB97M-V/def2-TZVPD) for an isolated molecule of C3H5N3.

The HOMO-LUMO gap comes out at 0.3552 Eh. The SMILES is N[C@H]1C=CN=N1. As for the maximum force: 0.007 Eh/bohr.

Structure (XYZ):
```
11
C3H5N3 | OMol25 | ωB97M-V/def2-TZVPD
N 0.56 0.26 -1.74
C 0.47 0.35 -0.30
C -0.83 0.21 0.44
C -0.56 -0.57 1.49
N 0.80 -1.05 1.41
N 1.37 -0.60 0.39
H -0.07 0.93 -2.16
H 0.28 -0.66 -2.06
H -1.76 0.71 0.20
H -1.17 -0.88 2.32
H 0.91 1.31 0.00
```

Just the natural (NBO) charges please, in e? Sure, here they are: -0.804 -0.021 -0.223 -0.103 -0.151 -0.107 0.363 0.365 0.228 0.217 0.235

***

Density functional theory data (ωB97M-V/def2-TZVPD) for a structure of composition C40H53N10O5P at a distorted geometry.

Its total charge is -2. The HOMO-LUMO gap comes out at 0.2868 Eh. As for the maximum force: 0.342 Eh/bohr.

Structure (XYZ):
```
109
C40H53N10O5P | OMol25 | ωB97M-V/def2-TZVPD
O -2.40 -2.02 -0.07
H -1.79 -2.57 0.74
H -1.69 -1.69 -0.86
H -2.12 -1.21 0.18
P 0.05 -0.08 -0.17
O 0.75 -1.05 0.75
O -1.45 0.12 0.52
O -0.46 -0.86 -1.32
O 0.78 1.18 -0.25
N 0.84 3.41 0.94
C 1.40 4.37 0.11
C 1.51 5.48 0.90
C 0.75 5.15 2.20
C 0.41 3.87 2.13
H 0.86 2.29 0.40
H 1.73 4.26 -0.93
H 2.03 6.38 0.68
H 0.61 5.69 3.04
H -0.31 3.22 2.74
N 2.78 -2.61 0.63
C 4.02 -2.00 0.92
C 5.00 -2.99 0.86
C 4.20 -4.31 0.61
C 2.90 -3.95 0.34
H 2.13 -2.14 0.73
H 4.12 -0.92 1.10
H 5.99 -2.98 1.09
H 4.49 -5.31 0.53
H 1.98 -4.53 0.09
N 3.21 1.14 -0.82
C 3.57 0.23 -1.82
C 4.94 0.45 -1.95
C 5.38 1.48 -0.91
C 4.21 1.77 -0.18
H 2.38 1.07 -0.58
H 2.73 -0.35 -2.24
H 5.67 -0.08 -2.74
H 6.29 1.75 -0.55
H 3.96 2.27 0.67
N 1.75 -0.36 3.02
C 1.98 -1.24 4.00
C 2.36 -0.53 5.17
C 2.56 0.89 4.65
C 2.12 0.90 3.38
H 1.36 -0.66 2.05
H 1.99 -2.32 3.90
H 2.52 -0.94 6.19
H 2.93 1.79 5.15
H 2.01 1.56 2.55
N 0.63 -2.17 -3.28
C 1.78 -2.90 -3.17
C 2.06 -3.24 -4.47
C 1.08 -2.43 -5.39
C 0.25 -1.79 -4.57
H 0.13 -1.65 -2.26
H 2.25 -3.18 -2.27
H 2.81 -3.88 -4.88
H 1.19 -2.37 -6.45
H -0.63 -1.08 -4.88
N -2.41 0.38 3.08
C -1.72 -0.03 4.16
C -2.44 0.27 5.25
C -3.84 0.52 4.75
C -3.72 0.82 3.40
H -1.94 0.31 2.07
H -0.74 -0.24 4.16
H -2.14 -0.06 6.20
H -4.66 0.74 5.31
H -4.32 0.97 2.67
N -2.43 -0.75 -2.89
C -3.09 0.38 -2.99
C -4.19 0.10 -3.67
C -4.15 -1.29 -4.10
C -3.05 -1.79 -3.58
H -1.53 -0.83 -2.36
H -2.71 1.23 -2.58
H -4.97 0.69 -3.54
H -4.78 -1.73 -4.85
H -2.36 -2.84 -3.69
N -0.39 -3.15 1.29
C -0.47 -4.16 0.37
C -1.21 -5.15 0.87
C -1.55 -4.69 2.35
C -1.02 -3.40 2.38
H 0.22 -2.20 1.06
H -0.02 -3.97 -0.70
H -1.43 -6.11 0.36
H -2.09 -5.36 3.17
H -1.05 -2.76 3.21
N -3.12 1.76 0.52
C -2.97 3.11 1.01
C -4.14 3.78 0.86
C -4.97 2.87 -0.02
C -4.32 1.67 -0.22
H -2.41 0.95 0.61
H -2.03 3.43 1.42
H -4.34 4.93 1.02
H -5.91 3.08 -0.38
H -4.56 0.80 -0.56
N -0.22 2.39 -2.21
C -0.96 3.57 -2.22
C -1.17 3.91 -3.52
C -0.40 2.85 -4.34
C 0.13 2.04 -3.48
H 0.07 2.00 -1.17
H -1.17 4.14 -1.37
H -1.89 4.71 -3.90
H -0.54 2.68 -5.33
H 0.55 1.09 -3.79
```

Mulliken population analysis, charges in e, atoms 1 to 99: -0.682 0.709 0.650 -0.393 -0.916 -0.882 -0.695 0.109 0.373 0.905 -0.665 -0.853 -1.061 -0.434 -0.513 0.311 0.481 0.586 0.378 0.757 -0.247 -1.019 -0.852 -0.467 0.481 0.284 0.565 0.474 0.269 0.662 -0.263 -0.608 -0.953 -0.567 0.423 0.343 0.205 0.464 0.624 1.559 -0.498 -0.866 -0.887 -0.574 -0.417 0.339 0.370 0.384 0.466 0.534 -0.342 -0.889 -0.639 -0.448 -0.186 0.489 0.465 0.445 0.148 0.541 -0.087 -1.059 -0.881 -0.628 0.591 0.382 0.463 0.505 0.513 0.750 -0.723 -0.979 -0.986 -0.264 0.334 0.952 0.598 0.398 0.167 0.435 -0.345 -0.557 -0.778 -0.329 0.207 0.170 0.399 0.247 0.500 1.194 -0.514 -0.549 -1.236 -0.943 0.164 0.202 0.209 0.541 0.928

***

Density functional theory data (ωB97M-V/def2-TZVPD) for a structure of composition C3H3Br3Cl6 at a distorted geometry.

The HOMO-LUMO gap comes out at 0.3835 Eh. As for the maximum force: 0.046 Eh/bohr.

Structure (XYZ):
```
15
C3H3Br3Cl6 | OMol25 | ωB97M-V/def2-TZVPD
C -0.50 1.69 -3.44
Br -0.52 3.64 -3.29
Br 1.18 1.11 -3.87
Br -1.80 1.16 -4.67
H -0.68 1.28 -2.50
C 0.28 -2.35 2.84
Cl -0.66 -3.36 4.06
Cl 1.25 -3.34 1.70
Cl 1.34 -1.20 3.64
H -0.41 -1.80 2.11
C 0.16 0.70 0.74
Cl 0.67 2.12 -0.02
Cl 0.19 -0.64 -0.43
Cl -1.32 0.68 1.66
H 0.83 0.31 1.46
```

Just the natural (NBO) charges please, in e? Sure, here they are: -0.517 0.052 0.131 0.117 0.212 -0.285 0.001 0.004 0.028 0.249 -0.326 0.094 -0.015 0.027 0.229